Record 1
{
  "formula": "C7H14N",
  "method": "the ωB97M-V functional and the def2-TZVPD basis",
  "de_lowest_kcal_mol": 70.1,
  "e_tot_ha": -329.49577,
  "total_charge": 1,
  "species": ["N", "C", "C", "C", "C", "C", "C", "C", "H", "H", "H", "H", "H", "H", "H", "H", "H", "H", "H", "H", "H", "H"],
  "coordinates": [[0.600965, 0.470869, -2.678831], [1.325199, 0.839182, 1.032111], [-0.136265, 0.241366, 1.092691], [-0.260374, -0.590092, 2.315610], [-1.555342, 0.537098, -0.506257], [-1.247145, 1.141900, 0.737900], [-0.221146, -1.751167, -0.742515], [-0.622707, -0.495363, -0.261146], [1.285822, 0.071898, -3.229996], [-0.901557, -2.486310, -1.128737], [0.581657, -1.267882, 2.229598], [1.786281, 0.222561, 0.279826], [0.632866, 1.472178, -2.650067], [-0.266306, 0.366103, -3.166733], [2.064489, 0.807726, 1.901614], [-1.694449, 1.970430, 1.295212], [-0.061458, 0.016113, 3.121557], [-1.250732, -1.044797, 2.432779], [-2.233110, 0.918196, -1.306607], [0.456176, -2.134982, 0.118510], [1.334553, 1.881907, 0.676550], [0.382584, -1.186933, -1.563070]],
  "atomic_forces_ev_per_a": [[-2.1, 0.8, 1.5], [0.2, 0.3, -0.2], [1.5, -0.2, -0.6], [-0.6, -1.2, -1.4], [0.0, 2.2, 1.1], [-1.0, -0.2, -2.2], [2.4, 0.0, 1.5], [-1.1, 1.6, 2.0], [1.9, -0.5, -1.5], [-0.4, 0.0, -0.4], [-0.2, -0.8, 0.5], [0.6, 0.0, -0.5], [1.0, 0.5, 0.1], [-0.6, -0.6, -0.5], [-1.8, -0.2, -0.6], [0.0, -0.3, -0.2], [0.4, 1.3, 2.1], [0.4, -0.3, 0.0], [0.5, -1.0, 0.8], [-0.8, 0.0, -2.0], [-0.1, -0.4, 0.0], [-0.1, -1.1, 0.6]]
}

***

Record 2
{
  "formula": "C6H9NS2",
  "method": "the ωB97M-V functional and the def2-TZVPD basis",
  "de_lowest_kcal_mol": 31.1,
  "e_tot_ha": -1085.11054,
  "total_charge": 0,
  "species": ["S", "S", "N", "C", "C", "C", "C", "C", "C", "H", "H", "H", "H", "H", "H", "H", "H", "H"],
  "coordinates": [[-2.322860, -2.265043, -0.481262], [0.206977, -3.152984, 0.663479], [-2.104135, 0.928125, -0.213554], [1.626021, 1.089948, -0.122030], [0.272575, 1.781145, -0.164157], [1.388392, -0.481883, 0.079585], [-0.732248, 0.659826, -0.240676], [-0.183275, -0.553841, 0.005112], [-0.772048, -1.862716, 0.063513], [0.222172, 2.400400, -1.099889], [-2.691501, 0.108338, 0.120283], [-2.507963, 1.687472, -0.734956], [2.068932, 1.195808, -1.057177], [2.218074, 1.500360, 0.652236], [1.876309, -0.941113, -0.815359], [0.048366, 2.425751, 0.735577], [1.914471, -0.822199, 0.936243], [-0.528260, -3.697393, 1.673033]],
  "atomic_forces_ev_per_a": [[0.9, 0.5, 0.7], [1.6, -1.0, 0.9], [1.1, -2.0, 0.7], [-1.3, -1.7, 0.9], [-0.6, 0.7, -0.6], [-0.9, 2.4, -2.0], [-2.2, 0.8, 1.0], [2.5, -1.7, 0.1], [-2.9, 0.7, -0.6], [-0.2, -0.2, 0.9], [0.8, 1.5, -1.3], [0.0, 0.0, 0.2], [1.1, 0.5, -1.4], [0.9, 0.4, 0.6], [-0.6, -0.2, 0.7], [0.2, -0.6, -1.0], [-0.1, -0.5, 1.0], [-0.3, 0.4, -0.8]]
}

***

Record 3
{
  "formula": "C52H142N10O14",
  "method": "the ωB97M-V functional and the def2-TZVPD basis",
  "de_lowest_kcal_mol": 59.9,
  "e_tot_ha": -3666.98757,
  "total_charge": 0,
  "species": ["O", "O", "O", "O", "O", "O", "O", "O", "O", "O", "O", "O", "O", "O", "N", "N", "N", "N", "N", "N", "N", "N", "N", "N", "C", "C", "C", "C", "C", "C", "C", "C", "C", "C", "C", "C", "C", "C", "C", "C", "C", "C", "C", "C", "C", "C", "C", "C", "C", "C", "C", "C", "C", "C", "C", "C", "C", "C", "C", "C", "C", "C", "C", "C", "C", "C", "C", "C", "C", "C", "C", "C", "C", "C", "C", "C", "H", "H", "H", "H", "H", "H", "H", "H", "H", "H", "H", "H", "H", "H", "H", "H", "H", "H", "H", "H", "H", "H", "H", "H", "H", "H", "H", "H", "H", "H", "H", "H", "H", "H", "H", "H", "H", "H", "H", "H", "H", "H", "H", "H", "H", "H", "H", "H", "H", "H", "H", "H", "H", "H", "H", "H", "H", "H", "H", "H", "H", "H", "H", "H", "H", "H", "H", "H", "H", "H", "H", "H", "H", "H", "H", "H", "H", "H", "H", "H", "H", "H", "H", "H", "H", "H", "H", "H", "H", "H", "H", "H", "H", "H", "H", "H", "H", "H", "H", "H", "H", "H", "H", "H", "H", "H", "H", "H", "H", "H", "H", "H", "H", "H", "H", "H", "H", "H", "H", "H", "H", "H", "H", "H", "H", "H", "H", "H", "H", "H", "H", "H", "H", "H", "H", "H", "H", "H", "H", "H", "H", "H"],
  "coordinates": [[0.699437, -0.026705, 0.937774], [-2.347833, -5.192225, 3.878034], [3.000927, 7.003275, 0.997954], [-0.581223, 4.567505, 1.649184], [-2.589053, -0.604335, 1.541934], [-0.647283, -1.695255, -3.981556], [4.391777, -2.548805, 1.323184], [1.975247, -2.915395, 5.971374], [1.146897, 1.361515, -7.268976], [1.345857, -5.496845, -0.357686], [1.521417, 2.160865, 3.779644], [-2.848513, 5.789855, -4.123156], [3.768667, -0.256105, -2.839596], [-5.658953, 1.359045, -0.809536], [1.959467, -2.982845, -4.625146], [6.813347, -3.980345, 1.330544], [-1.593763, 0.485855, -6.522936], [-1.214023, 1.408805, -0.815136], [2.577107, -2.123685, 8.859964], [-0.845343, 1.864025, 2.225534], [0.772977, 5.283345, -4.865706], [-7.188783, 1.326005, 1.741104], [1.439857, -6.050085, -4.028066], [1.677797, 0.022885, 6.791384], [-3.122233, -2.883405, 3.873824], [-7.047723, 0.906355, -0.702536], [0.850377, -5.915655, -2.679276], [1.071457, -2.980865, 4.886454], [-0.375343, 5.770585, -4.150126], [-3.547913, -1.323225, 0.746204], [4.267537, -3.010135, -3.889006], [-2.778973, 4.429305, 0.867234], [1.185107, 0.990965, 5.791244], [-1.704023, 5.474945, -4.973706], [1.637937, -3.700565, 7.144474], [2.331157, -4.533455, 9.501164], [-3.038383, 0.476055, 2.304144], [2.500407, 1.045825, -7.201726], [-0.150053, 7.308015, -3.935776], [1.906437, -5.769895, -1.640386], [-4.527633, -4.773505, 4.797074], [-0.105193, -7.213505, -2.488556], [-4.932623, 1.052325, -2.020636], [-7.368243, 0.331165, 0.670304], [-1.592863, 2.007085, -4.696326], [0.584007, 1.520795, -5.972146], [3.760877, 1.196225, -2.921566], [2.886197, -0.912305, -3.798696], [-1.861793, 1.163855, 3.071084], [0.713787, 2.141815, 6.572554], [-2.145833, -3.476535, -4.556616], [-1.713543, -2.397985, -3.560716], [-2.916483, -1.583825, -3.205006], [2.630127, 5.967915, 0.172014], [4.704497, -3.454225, 0.222374], [2.137707, 6.494005, -1.195946], [6.482367, -5.057575, -0.686406], [0.984747, 2.226175, -0.890306], [-1.164243, 6.522425, 0.519354], [6.210707, -3.709625, 0.045354], [2.580307, -3.485945, 8.293824], [-1.349323, 4.966925, 0.588924], [2.383777, 2.807965, 2.819414], [0.820807, -1.177175, 1.753484], [-8.788863, -0.211065, 0.786644], [0.523587, -0.256105, -0.481926], [-2.372793, 2.177405, 4.053564], [-3.124953, -4.244955, 4.543844], [2.136227, 1.309345, 4.687134], [3.854217, 5.120125, 0.009244], [-2.985113, 5.092445, -2.951556], [-0.962363, 1.651875, -5.994616], [0.877547, -4.158915, -0.140866], [4.635337, -1.167035, 1.103234], [2.877287, -2.400865, -3.684746], [0.131447, 1.046285, -1.179056], [6.418707, -4.866305, 1.612354], [1.614847, -1.908775, 9.078954], [-0.922053, 4.425055, -0.254836], [-1.407453, 1.215345, -3.970466], [1.544937, -3.479925, -0.671576], [0.239197, -5.022705, -2.548146], [1.896507, 5.258295, 0.554564], [0.699357, -6.113415, -4.711976], [-3.687423, -2.159795, -2.693136], [0.817917, -3.842295, 0.900424], [0.575917, -3.950195, 4.832314], [-1.573063, 2.721595, 4.555954], [2.447017, 0.403865, 4.165974], [3.733467, 4.373095, -0.775276], [2.017617, -0.842105, 6.395884], [-4.415613, -1.745535, 1.253004], [1.579577, 2.695375, 6.935974], [2.581987, -6.625305, -1.638736], [6.419737, -3.425995, 2.077444], [1.095187, -0.948145, 2.783224], [-5.180113, -4.029975, 5.254824], [-2.579083, 0.706745, -6.543986], [1.269557, -4.463295, 9.738204], [-3.185673, 4.692605, 1.843644], [1.836637, -3.869635, -4.157576], [-0.132523, 2.142985, 2.884454], [-2.649863, 2.261905, -4.773136], [5.684447, -0.901305, 0.973414], [4.218737, -3.109035, -0.690306], [0.820277, 3.075235, -1.553746], [5.051917, -2.525015, -3.308046], [-1.677633, 6.164095, -5.817786], [3.277577, -0.688185, -4.791006], [-1.067673, 2.854665, -4.255986], [-8.878753, -1.075285, 0.128524], [1.899787, -6.947755, -4.080566], [-0.302383, 1.226735, 1.660594], [3.129357, 2.198355, 2.308934], [1.460317, -0.578565, -0.936516], [0.261627, 0.577065, 5.386324], [-0.119783, 6.799735, 0.376824], [-0.157963, -4.047895, -0.462576], [2.743467, 1.565685, -3.049876], [-3.854453, 1.170975, -1.913136], [-0.100463, -1.759175, 1.728104], [6.338897, -4.939725, -1.760476], [-0.231093, 5.247545, -3.204756], [0.337327, -2.180575, 4.979684], [3.576487, -3.629975, 7.875514], [2.663977, -1.487835, 8.080074], [0.303347, 2.866895, 5.869774], [0.920207, 5.613855, -5.808676], [4.418637, -4.031585, -3.539866], [-1.320883, -3.997085, -5.043026], [4.071317, -0.760965, 0.263534], [0.733337, 0.555685, -5.488036], [2.861857, -4.399955, 10.443844], [2.634397, 0.085595, -6.703596], [-2.806173, 1.690815, 4.927364], [1.708137, 3.256035, 2.090824], [4.297417, -0.595285, 1.967534], [-2.933743, -2.002675, 0.155234], [-1.794043, 4.514625, -5.481436], [0.491697, -8.121875, -2.570336], [-2.982513, 2.931725, 3.556224], [-0.160123, -1.072425, -0.714896], [0.735717, 2.605765, 0.100654], [-5.085753, 0.007525, -2.290906], [-4.378083, -5.625455, 5.460334], [6.780757, -2.878655, -0.370136], [2.526707, -4.939955, -1.978866], [-3.699943, 0.113415, 3.090874], [-1.290933, 0.326535, -7.473206], [-3.299423, -1.133305, -4.120686], [-3.933053, -0.745785, -0.094236], [1.697167, -4.749925, 6.855624], [-6.221323, 1.324535, 2.031144], [4.373317, 1.507075, -3.767966], [-1.024853, 7.664665, -3.392056], [2.444027, -5.561895, 9.158134], [0.046147, 1.941615, 7.410574], [-1.423073, 0.346505, 3.643424], [3.029177, 1.760985, 5.119304], [3.076617, 1.830025, -6.710696], [-6.743663, -0.532065, 0.900194], [7.492947, -5.462035, -0.629626], [5.819557, -5.811985, -0.262566], [-2.814053, -4.208315, -4.102666], [-1.872723, 7.011665, -0.149076], [-0.872303, -7.228405, -3.262776], [-0.673603, 3.621165, 1.781444], [-2.738863, -4.204545, 5.562374], [4.245977, 4.651005, 0.911774], [0.906707, -0.257065, 7.380564], [4.436597, -2.992695, -4.965676], [-2.716133, 3.347525, 0.749284], [-5.308233, 1.657795, -2.845516], [0.125587, 0.893675, -2.258296], [-3.448223, 4.834095, 0.108064], [-2.154313, -2.713535, 3.402254], [3.000017, 7.774945, 0.426884], [-1.579803, 0.468745, -0.764396], [1.548527, -1.793855, 1.226014], [4.119797, 1.631825, -1.989076], [-8.925933, -0.605115, 1.793634], [-0.209383, 7.767985, -4.922186], [-0.965703, -0.999345, -4.561146], [1.873247, -0.510045, -3.813776], [0.613447, -3.572605, 7.493984], [1.269647, 7.148055, -1.113486], [1.009647, 2.367245, -5.433196], [1.886747, 5.622985, -1.801276], [2.925887, 7.093965, -1.650846], [2.826227, 0.961025, -8.238426], [-0.618563, -7.149425, -1.529156], [1.598707, -2.919515, 3.934434], [-2.349063, 5.612015, -2.234896], [2.914317, 3.646585, 3.270334], [1.091997, -2.523395, -4.387406], [-1.244003, 2.443625, -6.688816], [4.161367, -4.363495, 0.479934], [-7.649003, 0.917055, 2.541774], [-2.705103, -5.314545, 2.995434], [-7.224573, 0.201135, -1.514636], [-2.778033, -2.888805, -5.222186], [-1.371233, 6.963895, 1.494214], [-2.694953, 4.041965, -2.931916], [-3.644863, 1.207155, 1.769564], [-7.659543, 1.759455, -0.995766], [-1.250363, 1.577765, 0.179964], [-3.748093, -3.056315, 2.998314], [-3.470373, -2.089065, 4.534074], [1.670877, 5.474245, -4.444476], [-9.611543, 0.502715, 0.744084], [-2.583863, -0.813125, -2.509676], [-1.367483, -2.939355, -2.680226], [-4.980743, -5.127225, 3.870974], [-3.988373, 5.364875, -2.623906], [2.442137, -2.758715, -2.751646], [4.666137, 5.722695, -0.397956], [2.038317, 1.947245, -0.873086], [0.787417, 7.497915, -3.413106]],
  "atomic_forces_ev_per_a": [[-0.3, 0.5, -0.8], [0.6, -0.4, -0.3], [-0.5, 1.4, 1.1], [2.0, 0.5, 1.9], [-0.2, -0.6, -0.8], [1.6, 1.9, -0.6], [0.3, -0.2, -0.6], [0.4, -0.1, 1.1], [-1.4, 0.8, 0.2], [0.2, -0.2, 0.6], [0.4, 0.8, -1.0], [0.8, 0.2, -3.7], [-1.0, 0.3, 0.1], [0.3, -0.5, 0.3], [-0.5, 0.0, -0.4], [0.1, -0.3, 1.5], [-0.3, -1.5, 0.2], [-1.3, -1.0, -0.1], [-0.5, -0.3, -0.6], [-1.0, -0.5, 0.6], [1.2, -1.5, -1.5], [0.1, -0.2, -0.1], [0.1, 0.8, 0.6], [0.8, 0.1, -0.4], [0.3, -1.2, -0.8], [1.3, 0.4, -1.1], [-1.9, -2.7, -0.8], [-0.1, -0.6, 0.2], [1.0, 0.9, -0.9], [1.0, 1.0, -0.9], [0.2, 0.1, 0.3], [0.4, 0.7, -1.3], [-1.5, -2.0, 1.2], [0.4, 1.0, 2.0], [-0.4, -0.8, -0.8], [-0.8, 0.6, -1.8], [0.2, 0.9, 1.1], [0.2, -0.2, -0.6], [-1.9, -1.2, 0.0], [0.2, 0.7, 0.1], [0.2, -0.3, -0.2], [0.7, 1.9, 0.5], [-1.3, -0.3, 0.5], [-0.3, 0.5, 0.4], [1.1, 0.2, 1.3], [-1.3, -0.8, -0.1], [-0.4, -1.3, -0.3], [1.2, 1.3, -0.2], [0.2, -0.3, -1.1], [0.6, 2.6, -0.2], [-0.5, 0.5, 0.0], [-1.4, -3.4, 1.3], [0.3, 0.7, 0.6], [0.1, -1.4, -1.7], [-0.3, 0.9, 0.2], [0.2, -0.4, 0.8], [-0.4, 0.9, -1.1], [1.2, 0.5, 0.9], [-0.6, -0.9, 0.4], [0.4, -1.3, 0.6], [1.1, -0.3, 1.8], [-0.9, 0.9, 0.4], [-0.7, 0.6, 0.4], [0.0, -0.6, -1.6], [0.0, -0.4, 0.3], [1.5, 0.3, 0.2], [0.1, 0.3, 0.8], [-0.7, 0.6, 1.4], [0.9, -0.3, 0.3], [1.3, -0.5, -1.4], [0.4, 1.0, 1.6], [0.8, 1.5, -1.6], [0.1, -0.4, -0.7], [-0.1, 0.2, 0.0], [1.2, -0.8, 1.4], [-0.3, 0.1, 0.0], [0.3, -0.7, 0.1], [-0.5, -0.1, 0.8], [-0.4, 0.4, -1.0], [-0.5, -0.3, 0.1], [-0.1, 0.4, -0.1], [-0.2, 0.1, -0.7], [-0.7, 0.7, 0.7], [-0.1, 0.2, -0.1], [0.0, -0.1, -0.2], [0.6, -0.8, 0.2], [-0.3, -0.1, 0.2], [0.4, 0.1, -0.5], [0.2, -0.4, 0.0], [-0.3, -0.5, 0.2], [0.0, -0.1, -0.5], [0.4, -0.2, 0.4], [0.2, -0.1, 0.5], [-0.2, -0.3, 0.6], [0.0, 0.9, -0.1], [0.1, 0.3, -0.3], [0.0, 0.0, 0.1], [-0.3, -0.4, -0.2], [-0.2, 0.1, 0.2], [0.4, 0.1, 0.1], [-0.2, -1.0, -1.0], [0.1, 0.3, 0.4], [0.0, -0.2, 0.0], [0.2, -0.3, -0.2], [0.1, 0.4, -0.3], [0.0, -0.2, -0.3], [0.0, 0.7, -0.3], [-0.4, 0.5, 0.2], [0.1, 0.1, -0.3], [-0.1, 0.2, -0.1], [-0.5, 0.2, -0.2], [0.3, -0.1, 0.1], [-0.2, -0.6, -0.1], [-0.2, -0.6, 0.2], [0.6, -0.2, 0.2], [-0.1, -0.3, -0.9], [-0.1, -0.2, -0.5], [-0.1, 0.1, -0.6], [-0.2, 0.0, -0.2], [-0.1, 0.5, 0.5], [-0.4, 0.1, 0.3], [-0.5, -0.2, -0.1], [-1.1, 0.0, 0.3], [-0.2, 0.0, -0.2], [0.2, -0.1, 0.2], [0.9, 0.3, -0.1], [-0.7, 0.0, 0.2], [-0.6, 0.2, -0.3], [-0.8, -0.4, -0.2], [0.0, 0.3, -0.1], [-0.1, -0.2, -0.4], [0.4, 0.0, 0.7], [0.4, 0.4, -0.5], [0.2, -0.1, 0.1], [-0.9, 0.0, -0.3], [0.1, -0.1, -0.1], [-0.1, -0.4, 0.3], [-0.1, -0.9, 0.7], [0.2, -0.4, 0.7], [0.0, 0.0, 0.2], [-0.4, -0.1, 0.3], [-0.6, 0.0, 0.3], [0.1, 0.0, 0.2], [-0.2, -0.2, -0.1], [-0.5, -0.1, 0.0], [-0.4, 0.1, -0.5], [0.3, 0.4, 0.1], [-0.2, -0.2, 0.3], [0.0, -0.1, -0.1], [-0.3, 0.2, 0.1], [-0.4, 0.9, 0.3], [0.0, -0.3, -0.1], [0.4, 0.4, -0.2], [0.1, 0.2, 0.0], [0.2, 0.5, 0.4], [0.3, 0.0, -0.1], [0.0, -0.2, -0.3], [0.4, -0.2, 0.0], [0.3, 0.2, 0.1], [0.1, 0.1, 0.2], [0.4, -0.2, -0.5], [0.1, 0.5, 0.6], [-0.2, -0.1, -0.2], [0.1, -0.1, 0.2], [0.3, -0.1, -0.4], [0.1, 0.1, -0.1], [-0.4, -0.7, 0.1], [0.7, 0.3, -0.1], [-0.4, 0.1, 0.1], [-0.2, 0.2, 0.1], [0.4, 0.1, 0.0], [-0.3, 0.0, 0.1], [0.1, 0.2, -0.1], [0.2, -0.5, -0.2], [-0.3, -0.2, -0.1], [0.2, 0.5, 0.6], [0.1, 0.4, 0.4], [-1.5, -0.2, -0.4], [0.6, -0.3, 0.7], [0.3, -0.3, 0.0], [0.3, -0.3, 0.2], [0.4, 0.2, 0.0], [0.1, 0.4, -0.7], [-0.2, 0.2, 0.6], [-0.4, 0.6, -0.2], [-0.1, -0.2, 0.1], [0.2, 0.0, 0.1], [0.0, 0.2, -0.3], [0.2, -0.2, -0.3], [0.2, 0.0, 0.1], [0.1, -0.3, 0.1], [0.3, 0.4, 0.2], [0.3, -0.3, 0.6], [0.1, 0.0, 0.3], [-0.6, 0.1, -0.6], [0.6, 0.8, -0.1], [0.3, -0.2, 0.2], [-0.3, 0.2, 0.3], [-0.1, -0.1, -0.2], [0.0, -0.6, 0.2], [0.2, -0.5, -0.9], [-0.3, -0.4, 0.3], [-0.5, -0.2, -0.3], [0.2, 0.2, -0.7], [-0.3, 0.2, 0.6], [0.2, 0.9, 0.2], [-0.6, 0.7, 0.0], [0.0, 0.0, -0.3], [-0.2, 0.0, 0.6], [0.2, 0.2, -0.8], [-0.2, 0.3, 0.0], [0.1, 0.0, 0.5], [-0.2, 0.0, -0.1], [-0.2, -0.9, 0.1], [0.6, 0.8, 1.1], [0.2, 0.3, 0.2], [0.1, 0.2, -0.1], [-0.2, 0.1, -0.1]]
}